ORCA calculation (ωB97M-V/def2-TZVPD) on one molecule with the formula C17H21BrO5.

Its SMILES is CCO[C@@H]1OC(C(=O)O)=C[C@H](c2ccc(Br)cc2)[C@H]1CCCO. For the frontier orbital gap, the calculation gives 9.2157 eV. The energy above the lowest of the compared OMol25 structures with the same formula, charge and spin comes out at 2.9 kcal per mole. For the lowest unoccupied orbital energy, the calculation gives 0.6 eV. The value obtained for the HOMO energy is -8.6 eV. The total energy is -3610.60933 Eh. Its charge is 0.

Atoms and positions in Å:
C1 1.71020 3.31053 0.22070
C2 1.89761 2.05005 -0.61733
O1 0.84822 1.10844 -0.43860
C3 0.95301 0.29692 0.68933
O2 2.08179 -0.55418 0.60786
C4 1.93737 -1.63504 -0.20996
C5 3.19927 -2.34774 -0.51825
O3 3.26181 -3.35263 -1.18354
O4 4.27678 -1.76243 0.00982
C6 0.77421 -2.06664 -0.70877
C7 -0.52237 -1.38889 -0.41101
C8 -1.04925 -0.59831 -1.59160
C9 -2.33448 -0.07185 -1.52832
C10 -2.85000 0.67565 -2.56984
C11 -2.06794 0.89242 -3.69020
Br1 -2.76667 1.92505 -5.13228
C12 -0.79138 0.37002 -3.78294
C13 -0.28929 -0.37511 -2.73138
C14 -0.35752 -0.48726 0.82989
C15 -0.35999 -1.29548 2.13388
C16 -0.76512 -0.46854 3.35544
C17 -2.25513 -0.13217 3.40369
O5 -2.56178 0.86230 2.44695
H1 0.72993 3.73835 0.02719
H2 2.47430 4.03713 -0.04082
H3 1.79071 3.09069 1.28245
H4 1.86158 2.29940 -1.68085
H5 2.86180 1.57786 -0.39421
H6 1.14644 0.89483 1.59316
H7 5.07277 -2.26802 -0.21921
H8 0.77969 -2.93173 -1.35205
H9 -1.27118 -2.15758 -0.18117
H10 -2.94221 -0.24208 -0.65185
H11 -3.84687 1.08583 -2.51353
H12 -0.19442 0.54495 -4.66511
H13 0.70998 -0.77630 -2.79895
H14 -1.16530 0.24458 0.85874
H15 -1.05292 -2.13448 2.03875
H16 0.63610 -1.71119 2.30095
H17 -0.20360 0.46531 3.37989
H18 -0.52564 -1.03416 4.25769
H19 -2.84678 -1.03951 3.21106
H20 -2.50378 0.23055 4.41117
H21 -3.47997 1.13047 2.55317

ORCA calculation (ωB97M-V/def2-TZVPD) on a 12-piece molecular cluster, H24O12 overall in a non-equilibrium geometry.

Its SMILES is O.O.O.O.O.O.O.O.O.O.O.O. For the frontier orbital gap, the calculation gives 10.1530 eV. The energy above the lowest of the compared OMol25 structures with the same formula, charge and spin comes out at 30.5 kcal per mole. For the lowest unoccupied orbital energy, the calculation gives 0.2 eV. The value obtained for the HOMO energy is -10.0 eV. The total energy is -917.27671 Eh. Its charge is 0.

Atoms and positions in Å:
O1 -2.75707 -1.85694 -3.06617
H1 -2.20085 -1.60975 -2.32743
H2 -3.51082 -1.27002 -3.00599
O2 2.12442 -1.41503 0.64258
H3 2.49162 -0.83497 -0.02445
H4 2.86616 -1.94501 0.93442
O3 -0.48555 3.17526 0.62892
H5 -0.03507 4.00117 0.45239
H6 -1.38991 3.42961 0.81242
O4 1.97353 0.92220 -3.27683
H7 1.31028 0.50216 -2.72920
H8 1.49998 1.19007 -4.06438
O5 0.36963 2.61200 3.21488
H9 0.32829 2.74047 2.26724
H10 1.27276 2.82794 3.44716
O6 -1.82455 -1.51012 -0.36531
H11 -1.15715 -2.06395 0.03978
H12 -2.58080 -1.58059 0.21723
O7 3.44891 -0.36076 -1.40204
H13 3.68564 -1.16223 -1.86875
H14 2.93311 0.14105 -2.03321
O8 -1.35587 -0.10764 2.29858
H15 -1.93042 0.65789 2.28899
H16 -1.70482 -0.66086 2.99744
O9 1.54147 -0.28141 2.96074
H17 1.52786 -0.82345 2.17193
H18 0.78813 0.30124 2.86457
O10 -2.72076 1.69618 -1.67466
H19 -2.13240 0.98530 -1.42028
H20 -2.52324 1.85235 -2.59815
O11 -0.31688 -3.20807 0.82077
H21 0.49211 -2.76632 1.07889
H22 -0.14874 -4.13502 0.99024
O12 0.28408 0.27752 -0.71520
H23 -0.30737 -0.47312 -0.66086
H24 0.14430 0.75297 0.10372